[1]
Entry from OMol25: one molecule with the formula C5H4N4O (ωB97M-V/def2-TZVPD).

XYZ file:
```
14
Properties=species:S:1:pos:R:3:forces:R:3:nbo_charge:R:1
O -1.73515 -2.15319 -0.07701 0.4692 0.6314 -0.1005 -0.546
C -1.23269 -1.07421 0.04190 0.1505 2.3807 -0.0624 0.796
N -1.85817 0.01065 0.83474 2.3039 -2.1259 -1.7604 -0.453
N -1.33807 1.07559 1.47534 1.6312 0.6264 -1.7038 -0.171
C -0.15428 1.44279 1.01016 -3.3750 -2.4413 0.4024 -0.037
C 0.51652 0.62829 0.05845 2.2290 -2.4393 -1.8395 0.029
C 1.86737 0.53082 -0.35484 -0.3523 5.4090 3.6088 -0.007
N 2.05707 -0.31797 -1.29904 0.1336 -4.2993 -1.5356 -0.428
C 1.00065 -1.16422 -1.38607 -0.6673 2.8619 -1.4244 0.152
N -0.06040 -0.53229 -0.63306 0.0642 -0.2272 1.5790 -0.405
H -2.63742 -0.36006 1.25205 -2.2742 -0.8101 1.3547 0.391
H 0.03835 2.40892 1.31894 1.5877 1.5769 0.6029 0.228
H 2.68684 1.27925 0.13059 -1.8831 -1.9818 -1.7134 0.211
H 0.84939 -1.77438 -2.37214 -0.0173 0.8385 2.5923 0.241
```
Forces are in eV/Å.

Summary:
**HOMO-LUMO gap**: 8.459 eV
**ΔE to the lowest compared entry with this formula, charge and spin**: 1.8017 eV
**Total charge**: 0
**E_LUMO**: -0.222 eV
**SMILES**: O=c1[nH]ncc2cncn12

[2]
Entry from OMol25: one molecule with the formula C5H4N4O4S (ωB97M-V/def2-TZVPD).

XYZ file:
```
18
Properties=species:S:1:pos:R:3:forces:R:3:nbo_charge:R:1
C -1.20343 -2.72679 -0.83820 0.0287 1.2495 3.7050 0.672
C -0.29046 0.11445 -0.32104 -0.0218 -1.8662 0.2209 0.444
C 0.70767 -1.56192 -1.88931 0.2293 -1.6279 -0.8734 0.791
C 1.05440 2.73141 1.53427 1.7795 3.2437 1.9646 0.722
C 0.03740 1.05906 0.67580 -1.8101 -1.5530 -1.4463 0.003
N -0.33398 -2.50593 -1.75666 -0.0363 -0.1626 -1.1921 -0.683
N 0.67652 -0.43498 -1.17775 -0.6671 1.7512 1.5511 -0.607
N 1.04108 1.81299 0.57759 1.9986 -0.0059 -1.6643 -0.500
N 0.03333 2.49353 2.43893 0.7863 0.7231 0.1437 -0.794
O -2.14504 -3.31152 -0.43626 -0.3927 -1.1681 -1.1258 -0.516
O -1.38279 -0.66767 -0.11658 -0.5434 3.0246 2.2600 -0.614
O 1.58556 -1.83986 -2.67518 -0.0827 0.4224 0.2904 -0.569
O 1.81653 3.68300 1.70099 -0.7327 -1.2798 -0.3635 -0.599
S -1.07818 1.39677 2.00588 -0.7651 -1.0437 -0.4472 0.478
H -0.32400 -3.12906 -2.51086 0.2726 -1.2202 -2.0057 0.397
H 1.54721 0.06058 -1.20542 0.3164 0.4895 -0.0919 0.453
H -1.73817 -0.23860 0.76258 0.0104 -1.7830 -2.1449 0.487
H -0.00362 3.06453 3.23122 -0.3702 0.8066 1.2195 0.436
```
Forces are in eV/Å.

Summary:
**HOMO-LUMO gap (alpha / beta)**: 5.115 / 7.789 eV
**ΔE to the lowest compared entry with this formula, charge and spin**: 3.1364 eV
**Total charge**: 0
**E_LUMO (alpha / beta)**: -1.744 / -0.398 eV

[3]
Entry from OMol25: a 2-piece molecular cluster, C5H4N5O2S overall (ωB97M-V/def2-TZVPD).

XYZ file:
```
17
Properties=species:S:1:pos:R:3:forces:R:3:mulliken_spin:R:1
C -3.40522 -0.04671 1.23756 -0.2894 -0.2694 -0.0893 0.015
C -3.62425 -1.29059 0.66429 0.4287 -0.0725 -0.2645 0.060
C -1.49948 -0.25561 0.18343 -1.5786 -1.6686 -0.2597 -0.038
C 2.83769 -0.09914 0.42982 0.6813 0.5473 0.8896 -0.049
C -0.21563 -0.00425 -0.17797 1.6146 0.4084 -0.8368 0.203
N -2.23600 0.49885 0.95994 0.5943 0.7998 0.3884 0.024
N 2.09899 0.09371 -0.72967 -1.8032 -3.8688 0.5248 0.570
N 0.84802 0.13633 -0.67175 -1.0319 0.1733 1.2708 -0.047
N 2.22553 -0.37023 1.48851 -0.5829 0.1248 0.0889 0.172
N 2.55954 1.83937 -2.83916 3.3082 3.3278 -3.0155 0.502
O 2.93219 1.35868 -1.85932 1.4957 0.6318 1.2697 0.272
O 1.70064 1.93526 -3.60009 -2.9266 -0.8962 -0.5623 0.287
S -2.31016 -1.79267 -0.26561 0.1548 1.0551 0.4309 0.027
H -4.09824 0.47755 1.87035 -0.1745 0.0224 0.0728 0.002
H -4.49973 -1.90275 0.76819 -0.1726 -0.1584 0.0063 0.003
H 3.90558 -0.01742 0.22910 -0.0656 -0.0344 0.1556 -0.005
H 2.78053 -0.56037 2.31238 0.3479 -0.1222 -0.0696 0.002
```
Forces are in eV/Å.

Summary:
**HOMO-LUMO gap (alpha / beta)**: 6.685 / 6.778 eV
**Total charge**: +1
**E_LUMO (alpha / beta)**: -5.302 / -7.047 eV
**Spin multiplicity**: 3

[4]
Entry from OMol25: an isolated ion of composition C5H4NO4 and charge -1 (ωB97M-V/def2-TZVPD).

XYZ file:
```
14
Properties=species:S:1:pos:R:3:forces:R:3:nbo_charge:R:1
O 2.38156 1.30334 -0.76587 0.8626 -0.0396 -0.1329 -0.761
C 1.20539 1.21634 -0.37181 0.6284 -0.7800 -1.7345 0.744
O 0.48904 1.95546 0.26121 -0.9038 1.5907 1.4729 -0.728
C 0.53834 -0.11661 -0.80774 -0.3237 -0.9496 3.9465 0.186
O 1.29989 -0.88905 -1.61190 2.5456 0.9350 -0.2838 -0.726
N -0.78097 0.10445 -1.20181 -2.9535 0.3597 -0.3152 -0.392
C -1.66833 0.01657 -0.26847 1.5415 -1.2384 -0.7123 0.131
C -1.21448 -0.53612 1.04834 0.7422 3.5583 0.5832 -0.611
C 0.29964 -0.67202 0.83350 -0.3953 0.9080 -1.0802 0.584
O 1.07778 -0.97465 1.68908 0.4073 -0.3507 -0.2552 -0.559
H 2.21636 -0.34947 -1.56593 -2.2165 -0.9556 -0.0847 0.509
H -2.74307 0.17367 -0.34436 0.1638 0.3531 -0.8730 0.163
H -1.55041 0.26786 1.84278 1.0982 -1.8554 -1.0599 0.241
H -1.55075 -1.49978 1.26297 -1.1967 -1.5355 0.5291 0.220
```
Forces are in eV/Å.

Summary:
**HOMO-LUMO gap**: 8.025 eV
**ΔE to the lowest compared entry with this formula, charge and spin**: 0.8544 eV
**Total charge**: -1
**E_LUMO**: 3.825 eV
**SMILES**: O=C([O-])[C@]1(O)N=CCC1=O

[5]
Entry from OMol25: a 2-piece molecular cluster, C5H4NO4S overall (ωB97M-V/def2-TZVPD).

XYZ file:
```
15
Properties=species:S:1:pos:R:3:forces:R:3:nbo_charge:R:1
C -2.46880 0.49028 -0.40672 2.2991 0.9432 0.1104 0.484
C -3.19552 -0.27121 0.50218 -2.7857 0.9228 -0.0867 0.524
C 1.75685 0.80914 1.32941 -0.9786 -2.4572 0.4585 0.777
C 1.71558 -0.57415 -0.88297 1.5497 2.9209 -1.0991 -0.592
C 1.22110 0.62552 -0.05641 -1.4858 -0.6225 1.7431 -0.058
N -2.13616 -0.81294 -0.05830 1.1737 -0.4343 -0.7058 -0.582
O 1.88060 0.37946 2.47042 0.1306 1.8405 -2.5432 -0.568
O -1.90582 1.45754 -0.92361 -0.4460 -0.5079 -0.3326 -0.693
O -4.19553 -0.41378 1.15859 -0.4797 -0.7337 1.1552 -0.665
O 2.23994 1.66762 0.45452 0.2886 0.2177 0.0469 -0.476
S 0.74858 -2.00652 -0.61329 0.4353 -1.4820 -0.2323 -0.039
H 1.75110 -0.20288 -1.98388 0.0734 -0.9236 1.6672 0.214
H 2.72709 -0.80234 -0.50558 -0.1638 0.1919 -0.5816 0.222
H 0.16361 1.01261 -0.28755 1.7549 -0.1407 0.1040 0.274
H -0.30263 -1.35836 -0.19680 -1.3657 0.2648 0.2961 0.178
```
Forces are in eV/Å.

Summary:
**HOMO-LUMO gap**: 7.545 eV
**ΔE to the lowest compared entry with this formula, charge and spin**: 1.6229 eV
**Total charge**: -1
**E_LUMO**: 3.186 eV

[6]
Entry from OMol25: a 2-piece molecular cluster, C5H4O overall (ωB97M-V/def2-TZVPD).

XYZ file:
```
10
Properties=species:S:1:pos:R:3:forces:R:3:mulliken_spin:R:1
C -0.94267 -0.29488 0.19428 2.3596 2.2131 2.7697 0.007
C -1.29575 2.47104 0.90896 -0.5430 1.0105 0.2083 0.135
C 0.97256 0.65752 -0.38727 5.9211 2.0345 -3.8122 0.835
C -1.72646 -0.74703 -0.59511 0.1840 -0.0109 0.6927 0.374
C 0.11857 0.58383 0.63041 -5.7615 -2.3225 6.7242 0.576
O -1.13968 3.50655 0.46555 0.2481 -0.6458 -0.0228 0.027
H 0.78515 0.25411 -1.30974 -0.2438 -0.8382 -1.9762 0.026
H 1.86712 1.20051 -0.20444 0.8458 0.2901 -0.3758 0.022
H -2.02605 -0.96525 -1.53369 -1.5199 -0.9711 -2.1364 0.013
H 0.54921 0.77062 1.70886 -1.4904 -0.7596 -2.0715 -0.014
```
Forces are in eV/Å.

Summary:
**HOMO-LUMO gap (alpha / beta)**: 7.082 / 7.975 eV
**ΔE to the lowest compared entry with this formula, charge and spin**: 2.6193 eV
**Total charge**: 0
**E_LUMO (alpha / beta)**: 1.122 / -2.675 eV
**Spin multiplicity**: 3

[7]
Entry from OMol25: one molecule with the formula C5H4O2S (ωB97M-V/def2-TZVPD).

XYZ file:
```
12
Properties=species:S:1:pos:R:3:forces:R:3:nbo_charge:R:1
O 2.75505 -0.51449 -0.06948 -0.3117 3.7015 1.1117 -0.638
C 1.52173 -1.01806 0.08912 -0.8764 -2.5346 -0.9967 0.190
C 0.30248 -0.43690 -0.08640 2.8383 -0.2963 0.8666 0.112
C 0.03527 0.95936 -0.05402 -1.7898 2.4578 1.1171 -0.219
C -1.34657 1.05783 0.05539 0.3359 -0.6854 -2.1618 -0.287
C -1.93270 -0.32964 -0.06844 1.1308 1.2659 1.0070 0.148
S -3.53758 -0.65576 -0.00048 1.1379 -0.4914 -0.2814 -0.041
O -0.82206 -1.21243 -0.07095 -2.0099 1.0283 -0.1299 -0.441
H 2.71545 0.51500 0.10026 0.2634 -2.8894 -0.6823 0.484
H 1.58926 -2.14473 0.16614 -0.2929 1.4168 -0.0508 0.198
H 0.76076 1.87463 0.11128 -1.4248 -2.2901 -0.7305 0.243
H -2.04109 1.90517 -0.17243 0.9994 -0.6830 0.9310 0.250
```
Forces are in eV/Å.

Summary:
**HOMO-LUMO gap**: 7.356 eV
**ΔE to the lowest compared entry with this formula, charge and spin**: 2.0385 eV
**Total charge**: 0
**E_LUMO**: -0.852 eV
**SMILES**: O/C=C1\C=CC(=S)O1

[8]
Entry from OMol25: a 2-piece molecular cluster, C5H4O3 overall (ωB97M-V/def2-TZVPD).

XYZ file:
```
12
Properties=species:S:1:pos:R:3:forces:R:3:nbo_charge:R:1
C 0.28376 0.41222 0.98104 -1.2651 1.9079 -3.9956 -0.295
C 1.39611 -0.11673 0.56396 0.6867 0.0105 -1.5205 -0.227
C -0.44767 1.13892 -0.40594 0.6039 -1.2764 2.5473 0.258
C -3.10596 -0.72447 0.29599 1.1487 -0.3924 0.2966 1.025
C 1.52742 0.02672 -0.90167 -0.6650 0.2491 -1.0826 -0.131
O -3.73280 0.15606 0.65612 -1.5524 1.4770 0.3416 -0.499
O -2.39085 -1.58588 0.02875 0.4182 -1.0340 -0.6489 -0.527
O 0.35773 0.81975 -1.34317 0.6399 -0.5428 0.2792 -0.461
H -0.08715 0.66673 1.89691 -0.8181 0.1353 2.3837 0.209
H 2.28475 -0.49848 0.99273 0.3753 -0.5667 1.1271 0.225
H 2.37886 0.57190 -1.25337 0.6830 0.5925 0.1608 0.209
H 1.53579 -0.86675 -1.51133 -0.2552 -0.5601 0.1112 0.213
```
Forces are in eV/Å.

Summary:
**HOMO-LUMO gap**: 9.183 eV
**ΔE to the lowest compared entry with this formula, charge and spin**: 3.3187 eV
**Total charge**: 0
**E_LUMO**: 0.535 eV

[9]
Entry from OMol25: C5H4O3S as an isolated structure (ωB97M-V/def2-TZVPD).

XYZ file:
```
13
Properties=species:S:1:pos:R:3:forces:R:3:nbo_charge:R:1
C -0.00133 2.39210 -0.92922 -0.7973 0.8012 -0.1915 -0.100
C -0.47625 1.59552 -0.17267 -0.4797 -1.2206 0.4291 -0.078
C -1.09885 -0.76854 -0.17298 -0.4018 -0.9097 -1.1974 -0.209
C -0.06010 -1.56772 -0.25810 -0.3008 -0.5358 -1.1831 -0.449
C -0.94332 0.42873 0.57452 3.8062 2.4084 2.4671 0.055
O 2.08019 -0.06812 -0.48849 -1.3327 -0.6506 0.8454 -0.905
O 2.10666 -1.82819 1.21239 0.0060 -0.4302 0.0979 -0.916
O 0.55044 0.01802 1.60720 -1.6558 -0.1622 -3.6226 -0.734
S 1.35245 -0.86507 0.48375 1.1195 1.2624 1.5859 2.329
H 0.11979 3.24514 -1.56286 0.4893 -0.2338 0.0614 0.246
H -2.00540 -0.78144 -0.75546 -0.2805 -0.6816 -0.0870 0.247
H -0.00040 -2.44324 -0.90960 0.1809 0.3036 0.3895 0.261
H -1.62388 0.64281 1.37151 -0.3532 0.0490 0.4054 0.253
```
Forces are in eV/Å.

Summary:
**HOMO-LUMO gap**: 10.004 eV
**ΔE to the lowest compared entry with this formula, charge and spin**: 1.2049 eV
**Total charge**: 0
**E_LUMO**: -0.688 eV

[10]
Entry from OMol25: C5H4O4Rh as an isolated structure (ωB97M-V/def2-TZVPD).

XYZ file:
```
14
Properties=species:S:1:pos:R:3:forces:R:3:mulliken_spin:R:1
C -3.17674 0.11993 0.52879 0.1596 -0.8315 0.7461 0.020
C -3.23595 -0.67551 1.47709 0.0974 0.5294 -0.1497 0.073
H -3.30279 -1.26185 2.38624 -0.1507 -0.1530 -0.1438 0.001
H -2.09946 -0.54635 0.88236 -0.6911 -0.1232 0.2537 -0.008
O 1.13606 0.53626 -1.52689 3.1308 0.4093 0.7354 0.109
C -0.04437 0.43761 -0.81713 4.5371 1.8878 1.1676 0.043
O -0.77661 1.45526 -0.80967 5.0456 -1.7450 -0.8463 0.152
O 0.05155 -0.43311 0.09753 1.8140 -2.2937 -0.0577 -0.077
Rh -2.58387 1.50946 -0.88283 -6.4685 0.9926 -0.5417 2.735
C 2.45514 0.02614 -0.65290 -2.1690 4.6014 -3.5008 0.183
C 1.89642 -1.02344 -0.04493 -4.5686 -0.8615 3.8832 0.652
O 3.51335 0.69406 -0.53888 -2.6192 -1.4338 -1.0657 0.078
H 1.92959 -1.24085 1.02832 0.3520 -1.1844 -0.1554 0.025
H 4.23768 0.40238 -1.12712 1.5306 0.2057 -0.3249 0.013
```
Forces are in eV/Å.

Summary:
**HOMO-LUMO gap (alpha / beta)**: 6.432 / 4.877 eV
**ΔE to the lowest compared entry with this formula, charge and spin**: 4.6160 eV
**Total charge**: +3
**E_LUMO (alpha / beta)**: -16.403 / -18.414 eV
**Spin multiplicity**: 5

[11]
Entry from OMol25: one molecule with the formula C5H4S (ωB97M-V/def2-TZVPD).

XYZ file:
```
10
Properties=species:S:1:pos:R:3:forces:R:3:nbo_charge:R:1
C 1.20075 -0.85747 -0.81015 -2.1958 -1.9319 1.2509 -0.008
C 0.29313 -1.75002 -1.23089 1.6455 1.8480 0.5839 -0.468
C -0.04081 0.86318 0.05499 -1.6107 -0.3794 -0.2933 -0.492
C 1.13362 0.06511 0.17944 2.7475 0.5032 -1.4471 -0.268
C -1.09010 -0.17050 0.39450 -1.6790 1.3705 1.2698 -0.405
S -1.00372 -1.70982 -0.05213 -0.3443 -0.9817 -0.6468 0.678
H -0.05095 1.77026 0.62232 -0.2727 0.3081 0.5879 0.239
H -0.21800 1.09448 -0.95945 -0.4549 0.7334 -1.4348 0.242
H 1.78930 0.48202 0.89657 1.2970 -0.6808 0.6299 0.227
H -2.01322 0.21276 0.90481 0.8673 -0.7894 -0.5005 0.255
```
Forces are in eV/Å.

Summary:
**HOMO-LUMO gap (alpha / beta)**: 7.179 / 7.178 eV
**ΔE to the lowest compared entry with this formula, charge and spin**: 4.6609 eV
**Total charge**: 0
**E_LUMO (alpha / beta)**: -0.817 / -0.817 eV

[12]
Entry from OMol25: a 2-piece molecular cluster, C5H5Br overall (ωB97M-V/def2-TZVPD).

XYZ file:
```
11
Properties=species:S:1:pos:R:3:forces:R:3:nbo_charge:R:1
Br -3.33249 0.01155 -0.54360 0.9648 0.5461 0.7932 0.104
C -1.72765 0.66471 0.26048 0.0507 -0.2964 -1.4723 -0.069
C -0.85718 0.68013 1.19790 0.3826 0.6701 1.2131 -0.257
C -0.38293 1.28927 -0.16417 -2.4779 -2.5324 1.9409 -0.411
H -0.55533 0.61557 2.26393 -0.3728 -0.2169 -1.1340 0.246
H -0.35971 2.31678 -0.20716 0.3679 2.1020 -0.5409 0.193
H 0.22653 0.63537 -0.72284 0.9280 0.0327 -0.8560 0.201
C 2.08327 -1.75952 -0.98327 -0.4960 0.2671 1.6211 -0.229
C 1.45821 -1.36224 -0.03308 -0.6803 0.3797 -0.6828 -0.239
H 2.75222 -2.21568 -1.63369 0.6078 -0.3731 -0.8874 0.227
H 0.69505 -0.87594 0.56549 0.7253 -0.5789 0.0050 0.234
```
Forces are in eV/Å.

Summary:
**HOMO-LUMO gap**: 10.408 eV
**ΔE to the lowest compared entry with this formula, charge and spin**: 3.3508 eV
**Total charge**: 0
**E_LUMO**: 0.691 eV
**SMILES**: BrC1=CC1.C#C

Calculated total energy: -13255.31453; -30231.69858; -27613.63426; -14930.47977; -25763.85331; -7289.18529; -20177.56198; -11389.04993; -22222.50495; -16399.80322; -16078.66905; -75302.92997 (eV)